No. 1
Molecular formula: C22H38NO2P3STc
Method: DFT, the ωB97M-V functional and the def2-TZVPD basis

As for the multiplicity: 4. The value obtained for the HOMO energy (spin up / spin down) is -19.7 / -19.7 eV. The total charge is +4.

Last column: Mulliken spin population.
Positions of all 68 atoms, in Å:
P1 -3.1333 1.0589 -1.3698  0.614
C1 -4.0386 -0.4456 -1.8787  0.077
H1 -5.0179 -0.1516 -2.2795  0.028
H2 -4.1419 -1.1048 -1.0058  -0.011
H3 -3.4536 -0.9789 -2.6413  -0.003
C2 -4.4056 2.0535 -0.5340  0.080
H4 -4.1008 3.1039 -0.5620  -0.006
H5 -4.4592 1.7532 0.5210  0.000
H6 -5.3879 1.9271 -0.9993  0.032
C3 -2.9632 1.8957 -3.0014  0.081
H7 -3.9206 2.3115 -3.3520  0.029
H8 -2.5719 1.1748 -3.7340  -0.004
H9 -2.2200 2.6984 -2.8975  -0.004
P2 3.0852 -0.0035 -1.8080  -0.001
C4 2.9718 -1.7452 -2.3125  0.001
H10 3.8463 -1.9542 -2.9440  0.000
H11 2.0350 -1.8973 -2.8717  0.000
H12 2.9539 -2.4097 -1.4321  0.000
C5 3.2605 1.0065 -3.2987  0.000
H13 3.5555 2.0261 -3.0258  0.000
H14 2.3195 1.0670 -3.8576  0.000
H15 4.0327 0.5554 -3.9361  0.000
C6 4.6323 0.1918 -0.9046  0.000
H16 5.4552 0.1686 -1.6297  0.000
H17 4.7552 -0.6194 -0.1799  0.000
H18 4.6383 1.1468 -0.3666  0.000
P3 -0.1622 -0.4811 3.6152  0.617
C7 -0.2970 -2.2010 4.2038  0.072
H19 -0.2755 -2.2352 5.2999  0.028
H20 0.5654 -2.7377 3.7853  -0.006
H21 -1.2186 -2.6392 3.8042  -0.008
C8 1.2068 0.1302 4.6678  0.077
H22 1.2058 -0.3684 5.6478  0.029
H23 1.1111 1.2181 4.7757  -0.002
H24 2.1513 -0.0838 4.1455  -0.001
C9 -1.6192 0.3277 4.3652  0.071
H25 -1.5335 0.4686 5.4532  0.029
H26 -2.5135 -0.2565 4.1150  -0.003
H27 -1.7020 1.3021 3.8614  -0.004
Tc1 1.2757 0.6147 -0.5276  0.035
C10 0.1227 -0.2974 -1.7451  0.042
O1 -0.5465 -0.8895 -2.4987  -0.012
C11 1.7223 -0.8225 0.6401  0.026
O2 1.9972 -1.7478 1.3121  -0.007
C12 2.0908 2.3950 0.9396  0.022
C13 0.8120 2.2559 1.5072  0.078
C14 -0.3277 2.4450 0.7164  0.021
C15 -0.1972 2.9008 -0.6033  0.027
C16 1.0716 3.1569 -1.1393  0.010
C17 2.2289 2.8704 -0.3900  0.000
H28 2.9786 2.1765 1.5394  0.000
H29 0.7041 2.0303 2.5659  -0.056
H30 -1.3125 2.2621 1.1407  0.010
H31 -1.0831 3.1299 -1.1897  -0.031
H32 1.1472 3.5358 -2.1565  0.001
H33 3.2146 3.0954 -0.8015  0.000
S1 -1.9939 -1.8938 0.9137  0.734
C18 -1.6715 -3.3367 0.1127  -0.066
N1 -0.4973 -3.9960 0.4296  0.056
C19 -0.1172 -5.2046 -0.0911  0.084
C20 -0.8809 -5.7548 -1.1114  0.117
C21 -2.0370 -5.0898 -1.5395  -0.047
C22 -2.4406 -3.9170 -0.9154  0.128
H34 0.1204 -3.5439 1.1082  -0.005
H35 0.8053 -5.6415 0.3070  0.004
H36 -0.5806 -6.6974 -1.5646  0.003
H37 -2.6100 -5.5279 -2.3590  -0.001
H38 -3.3186 -3.3713 -1.2482  0.015

Cartesian forces (eV/Å) of the 2 atoms listed first:
-3.1040 0.3162 -2.4988
1.0692 -0.9014 0.6899

---

No. 2
Molecular formula: C22H38O26S5
Method: DFT, the ωB97M-V functional and the def2-TZVPD basis

As for the multiplicity: 1. The value obtained for the HOMO energy is -9.8 eV. As for the SMILES: O=S1(=O)OCCO1.O=S1(=O)OCCO1.O=S1(=O)OCCO1.O=S1(=O)OCCO1.O=S1(=O)OCCO1.O=C1CCCO1.O=C1CCCO1.O=C1CCCO1.

Last column: Löwdin charge in e.
Positions of all 91 atoms, in Å:
O1 4.8612 6.8140 0.2759  -0.253
S1 4.7072 5.5321 0.9643  0.742
O2 4.6522 5.5306 2.4111  -0.245
O3 3.3965 4.6768 0.3582  -0.201
C1 3.7699 3.6289 -0.4966  -0.208
C2 5.2607 3.6162 -0.7283  -0.135
O4 5.6507 4.2589 0.5017  -0.236
H1 3.6757 2.7629 0.1585  0.125
H2 3.2753 3.7081 -1.4647  0.137
H3 5.8116 3.9993 -1.5873  0.136
H4 5.6982 2.6802 -0.3813  0.115
O5 7.5558 0.3435 -0.4125  -0.251
S2 6.4907 -0.5323 0.1412  0.789
O6 5.7626 -1.5093 -0.7020  -0.266
O7 7.1995 -1.3077 1.4399  -0.219
C3 6.3367 -1.6428 2.4952  -0.154
C4 5.1152 -0.6088 2.2981  -0.164
O8 5.4912 0.2391 1.2370  -0.242
H5 5.8504 -2.5910 2.2660  0.102
H6 6.6894 -1.6484 3.5265  0.130
H7 4.8323 0.0018 3.1555  0.134
H8 4.1950 -1.0009 1.8649  0.097
O9 1.6824 0.0988 1.0363  -0.263
S3 1.0042 0.3818 -0.2350  0.657
O10 1.4702 1.5536 -0.9408  -0.242
O11 0.9836 -0.8734 -1.2819  -0.219
C5 -0.4067 -1.4720 -1.4440  -0.067
C6 -1.3247 -0.2855 -0.9708  -0.109
O12 -0.5688 0.3687 0.1140  -0.230
H9 -0.6820 -1.8113 -2.4426  0.123
H10 -0.4715 -2.4283 -0.9249  0.116
H11 -2.3201 -0.5696 -0.6293  0.125
H12 -1.3774 0.5587 -1.6583  0.105
O13 -5.2238 1.5074 -1.5069  -0.255
S4 -5.7671 0.7728 -0.3403  0.804
O14 -5.1824 -0.5043 0.0777  -0.243
O15 -6.3076 1.8421 0.8509  -0.195
C7 -7.3929 1.2768 1.5070  -0.218
C8 -8.2721 0.8405 0.3725  -0.187
O16 -7.4224 0.5138 -0.7364  -0.216
H13 -7.0745 0.4104 2.0867  0.129
H14 -7.9016 1.9469 2.2002  0.147
H15 -9.0625 1.5461 0.1164  0.133
H16 -8.7665 -0.1064 0.5894  0.130
O17 1.6680 -7.2843 -1.1591  -0.246
S5 2.0976 -6.6038 0.0610  0.723
O18 2.2634 -7.3760 1.2530  -0.219
O19 3.5974 -5.9332 -0.3610  -0.206
C9 3.7119 -4.5144 -0.0735  -0.126
C10 2.2587 -4.0890 -0.2456  -0.251
O20 1.4812 -5.1212 0.1511  -0.197
H17 4.0537 -4.1854 0.9078  0.126
H18 4.1970 -4.0808 -0.9481  0.133
H19 2.0775 -3.8099 -1.2835  0.135
H20 2.0362 -3.1910 0.3307  0.114
O21 -1.1201 6.6447 -0.1822  0.076
C11 -1.6117 5.5116 -0.2985  -0.476
C12 -1.4807 4.6161 -1.5503  -0.043
C13 -2.6599 3.6453 -1.3499  -0.161
C14 -2.8868 3.7235 0.1531  -0.138
O22 -2.4654 5.0427 0.5754  0.057
H21 -1.5919 5.1301 -2.5050  0.128
H22 -0.5303 4.1043 -1.3985  0.121
H23 -3.5226 3.9660 -1.9339  0.109
H24 -2.5329 2.6841 -1.8481  0.094
H25 -3.8254 3.6269 0.6988  0.120
H26 -2.3297 2.9084 0.6151  0.117
O23 4.2272 -2.8821 4.5361  0.110
C15 3.0193 -2.8569 4.3653  -0.392
C16 1.8854 -3.0937 5.3287  -0.061
C17 0.7665 -3.3594 4.3591  -0.153
C18 1.0967 -2.7136 3.0172  -0.182
O24 2.4741 -2.6605 3.0886  -0.023
H27 2.1361 -3.9395 5.9689  0.134
H28 1.7839 -2.2039 5.9500  0.135
H29 0.5964 -4.4130 4.1373  0.119
H30 -0.2462 -3.1833 4.7217  0.117
H31 0.8510 -3.3884 2.1972  0.113
H32 0.7626 -1.6913 2.8402  0.122
O25 -2.2181 0.0823 -4.1966  0.083
C19 -3.4407 -0.0602 -4.2821  -0.493
C20 -4.4360 0.6177 -5.1158  -0.051
C21 -5.8019 0.1930 -4.4800  -0.128
C22 -5.3992 -1.1126 -3.9261  -0.204
O26 -4.0415 -1.0560 -3.6596  0.046
H33 -4.2216 1.6857 -5.0773  0.131
H34 -4.2538 0.3500 -6.1566  0.139
H35 -6.1209 0.9787 -3.7952  0.102
H36 -6.6716 -0.0761 -5.0795  0.123
H37 -5.9359 -1.1539 -2.9783  0.122
H38 -5.5904 -1.9970 -4.5338  0.142

Cartesian forces (eV/Å) of the 2 atoms listed first:
0.0498 -2.7706 0.8013
-1.0794 -1.0240 -0.3573

---

No. 3
Molecular formula: C22H39Br18F4NO3S
Method: DFT, the ωB97M-V functional and the def2-TZVPD basis

As for the multiplicity: 1. The value obtained for the HOMO energy is -9.6 eV. As for the SMILES: C#CN(COC(F)(F)F)S(=O)(=O)F.BrCCBr.BrCCBr.BrCCBr.BrCCBr.BrCCBr.BrCCBr.BrCCBr.BrCCBr.BrCCBr.

Last column: Löwdin charge in e.
Positions of all 88 atoms, in Å:
C1 -0.6582 -3.4377 8.2173  0.164
C2 -1.0351 -2.7948 7.2822  -0.202
N1 -1.4748 -2.0680 6.2015  -0.145
C3 -0.4919 -1.8623 5.1205  -0.175
O1 0.3832 -0.7667 5.2737  0.054
C4 1.4350 -0.9328 6.1053  -0.734
F1 1.1261 -0.7364 7.3863  0.147
F2 2.0037 -2.1343 6.0006  0.142
F3 2.3548 -0.0114 5.7646  0.151
S1 -2.3919 -0.7261 6.5781  0.628
O2 -1.6714 0.3038 7.2351  -0.203
O3 -3.1822 -0.3866 5.4469  -0.275
F4 -3.3268 -1.4075 7.6225  -0.110
H1 -0.2044 -4.0708 8.9405  0.043
H2 -1.0564 -1.6659 4.2118  0.043
H3 0.0185 -2.8117 4.9824  0.151
Br1 -1.2383 -1.0793 1.7074  0.660
C5 0.2805 -0.7773 0.5337  -0.669
C6 1.3199 -1.8568 0.6716  -0.676
Br2 2.3529 -1.6630 2.3108  0.655
H4 0.6597 0.2105 0.7702  -0.009
H5 -0.1316 -0.7731 -0.4742  0.060
H6 2.0448 -1.7916 -0.1372  0.058
H7 0.8888 -2.8524 0.6916  0.049
Br3 -4.2013 -0.1868 -0.5523  0.589
C7 -4.8092 -1.9164 0.1018  -0.688
C8 -5.7798 -1.7719 1.2434  -0.705
Br4 -4.8803 -1.3122 2.9052  0.631
H8 -3.9213 -2.4785 0.3756  0.033
H9 -5.2921 -2.3907 -0.7498  0.057
H10 -6.2802 -2.7175 1.4438  0.024
H11 -6.5230 -1.0027 1.0645  0.035
Br5 6.1516 0.3706 10.8325  0.600
C9 5.4864 0.4806 9.0063  -0.698
C10 4.0346 0.0963 8.9138  -0.687
Br6 3.7897 -1.8294 9.0440  0.638
H12 6.1248 -0.1554 8.4023  0.049
H13 5.6232 1.5186 8.7112  0.058
H14 3.6305 0.3747 7.9446  0.040
H15 3.4320 0.5424 9.6981  0.056
Br7 -9.1780 -1.8546 2.7712  0.633
C11 -9.2340 -2.8197 4.4587  -0.688
C12 -7.8683 -2.9910 5.0694  -0.686
Br8 -6.8297 -4.3724 4.1757  0.606
H16 -9.7212 -3.7678 4.2569  0.049
H17 -9.8650 -2.2185 5.1094  0.058
H18 -7.9645 -3.3289 6.0990  0.058
H19 -7.2706 -2.0847 5.0389  0.035
Br9 0.9384 2.8763 -0.3125  0.620
C13 -0.0573 4.2699 0.6113  -0.676
C14 -0.3390 3.8875 2.0393  -0.689
Br10 -1.7794 2.5852 2.1572  0.629
H20 -0.9635 4.4423 0.0394  0.052
H21 0.5766 5.1528 0.5643  0.057
H22 -0.6845 4.7521 2.6019  0.057
H23 0.5244 3.4556 2.5353  0.051
Br11 -1.4809 1.5572 -3.2148  0.596
C15 -0.0734 1.8012 -4.5374  -0.719
C16 0.0703 3.2398 -4.9515  -0.697
Br12 -1.3453 3.7938 -6.1677  0.598
H24 -0.3070 1.1468 -5.3710  0.040
H25 0.8381 1.4585 -4.0537  -0.022
H26 0.9967 3.3794 -5.5066  0.024
H27 0.0471 3.9225 -4.1083  0.051
Br13 2.8202 -0.2396 -6.2962  0.641
C17 3.8662 1.3643 -5.9853  -0.689
C18 4.6568 1.2727 -4.7099  -0.666
Br14 3.4963 1.5244 -3.1683  0.639
H28 3.1670 2.1955 -5.9829  0.025
H29 4.5230 1.4494 -6.8462  0.028
H30 5.3919 2.0727 -4.6565  0.062
H31 5.1509 0.3150 -4.5850  0.054
Br15 4.7736 -1.0936 -9.6290  0.591
C19 3.1239 -2.0736 -9.3162  -0.735
C20 2.9678 -3.2221 -10.2764  -0.698
Br16 2.4463 -2.6149 -12.0502  0.604
H32 2.3151 -1.3533 -9.3881  0.037
H33 3.1946 -2.4379 -8.2945  0.022
H34 2.1674 -3.8825 -9.9500  0.058
H35 3.8824 -3.7933 -10.3968  0.049
Br17 1.0339 2.1589 -8.4756  0.615
C21 1.7507 3.9479 -8.7717  -0.671
C22 2.7372 3.9903 -9.9094  -0.683
Br18 4.4760 3.2657 -9.4285  0.621
H36 2.1751 4.2784 -7.8289  0.049
H37 0.8852 4.5613 -9.0124  0.059
H38 2.9318 5.0207 -10.1986  0.058
H39 2.3969 3.4299 -10.7739  0.053

Cartesian forces (eV/Å) of the 2 atoms listed first:
0.2663 -0.1650 -0.3795
-0.1411 0.1567 -0.0546

---

Per-record maximum force, eV/A: 4.0, 5.2, 1.4
Per-record E_tot, Eh: -2567.874057, -4807.977438, -48272.011944